No. 1
9 unconnected molecules or ions with the total composition C36H54F18O21 in a non-equilibrium geometry. Source: the OMol25 dataset; level of theory: ωB97M-V/def2-TZVPD.

Its total charge is 0. The calculation puts the total energy at -4781.84055 a.u. Its structure (SMILES) is CCOC(=O)C(F)(F)F.CCOC(=O)C(F)(F)F.CCOC(=O)C(F)(F)F.CCOC(=O)C(F)(F)F.CCOC(=O)C(F)(F)F.CCOC(=O)C(F)(F)F.CCOC(=O)OC.CCOC(=O)OC.CCOC(=O)OC. The LUMO energy comes out at 0.1 eV. Its HOMO energy is -10.97 eV. Its frontier orbital gap is 11.05 eV.

XYZ file:
```
129
C36H54F18O21 (ωB97M-V/def2-TZVPD)
C 3.2258 1.4070 0.6718
C 4.0577 1.9369 -0.4702
O 5.1953 1.0444 -0.6221
C 5.9522 1.1928 -1.7103
O 5.9627 2.0560 -2.5418
C 6.9739 -0.0156 -1.6064
F 6.3967 -1.2209 -1.8208
F 7.9239 0.1334 -2.5122
F 7.4947 -0.0167 -0.3389
H 2.8190 0.4062 0.4861
H 2.4212 2.1257 0.7860
H 3.8401 1.4414 1.5328
H 4.4416 2.9280 -0.2538
H 3.5032 1.9024 -1.4263
C 1.9879 -6.2935 -0.3014
C 1.0668 -5.1341 -0.7566
O 1.7405 -4.4838 -1.8438
C 2.4974 -3.3876 -1.6182
O 2.7930 -2.9428 -0.5274
C 3.0149 -2.8036 -2.9221
F 4.2728 -3.1796 -3.0238
F 2.3832 -3.2576 -3.9892
F 2.8823 -1.4519 -2.7796
H 1.6166 -6.8570 0.5484
H 2.9813 -5.8772 0.0291
H 2.1505 -6.9561 -1.1841
H 0.7881 -4.3993 -0.0395
H 0.1333 -5.5184 -1.2486
C -4.9607 0.7127 0.6079
C -4.4876 0.6219 2.0470
O -5.0315 1.8360 2.7612
C -4.0864 2.8057 2.7231
O -3.1071 2.9146 2.0471
C -4.5014 3.9202 3.8171
F -3.4384 4.7095 4.0571
F -5.5595 4.6408 3.4116
F -4.7972 3.3112 4.9750
H -6.0188 0.8681 0.5943
H -4.6937 -0.1478 0.0046
H -4.4218 1.5011 0.1168
H -3.3664 0.6420 2.2343
H -4.8695 -0.2329 2.6018
C 0.8817 0.8898 5.3246
C 1.8053 0.6996 4.2034
O 3.1760 0.8121 4.6240
C 3.7444 2.0084 4.3714
O 3.3233 2.9986 3.9236
C 5.2379 1.9127 4.9102
F 5.7478 3.1489 4.5425
F 5.3020 1.7273 6.2682
F 6.0369 0.9379 4.4052
H 1.0433 0.1228 6.1204
H -0.1890 0.9040 5.0430
H 1.0961 1.8313 5.8424
H 1.5657 1.4049 3.4084
H 1.6996 -0.3192 3.8706
C 1.5389 2.0303 -3.1218
C 0.8143 2.0258 -4.4711
O 0.0835 3.2952 -4.7216
C -1.2336 3.2317 -5.0057
O -1.9104 2.2339 -5.2180
C -1.6719 4.6543 -5.1265
F -1.2314 5.3705 -4.1667
F -1.2201 5.1630 -6.2968
F -3.0319 4.7002 -5.1656
H 0.9245 2.1306 -2.2085
H 2.2880 2.7885 -3.0662
H 1.8845 1.0140 -3.0667
H 0.1009 1.2035 -4.5082
H 1.5660 1.8746 -5.3148
C -3.6997 -4.5144 -3.2714
C -3.5518 -5.0184 -1.8040
O -4.9641 -5.2848 -1.4443
C -5.5503 -4.2587 -0.7301
O -5.0248 -3.3765 -0.1658
C -7.1274 -4.4251 -0.7163
F -7.5585 -5.2923 -1.6198
F -7.6525 -4.8490 0.4637
F -7.7127 -3.2418 -0.9690
H -4.4037 -3.6764 -3.3125
H -3.9124 -5.3864 -3.9013
H -2.7591 -4.0710 -3.6650
H -3.1724 -4.2786 -1.0696
H -3.0554 -5.9840 -1.7253
C 0.8942 5.3237 3.1969
C 0.9452 4.1976 2.2116
O 0.4161 4.6174 0.9141
C 1.3408 5.2392 0.1145
O 2.5413 5.2332 0.3148
O 0.7390 5.6468 -0.9810
C 1.6807 6.1667 -1.9454
H 1.5564 6.1454 2.7723
H 1.3143 4.9042 4.1310
H -0.1949 5.6511 3.2718
H 0.2128 3.3947 2.4899
H 1.9204 3.7191 2.1493
H 1.9254 5.3583 -2.6715
H 2.6171 6.3416 -1.4272
H 1.2591 7.0499 -2.4302
C -2.7090 -3.1146 2.4881
C -1.6827 -3.4576 1.4161
O -0.3207 -3.6080 1.8281
C 0.2509 -2.4261 2.1460
O -0.3587 -1.3650 2.1215
O 1.4702 -2.5475 2.5794
C 2.0421 -3.9093 2.4890
H -3.6569 -2.9967 1.8845
H -2.5819 -2.2397 3.1406
H -2.9400 -3.9075 3.1431
H -1.7187 -2.7093 0.5936
H -1.9761 -4.4029 1.0076
H 2.0133 -4.1459 1.4228
H 1.4481 -4.5450 3.1368
H 3.0225 -3.8095 2.8865
C -1.2611 -1.8562 -4.0102
C -1.0712 -2.1264 -2.5586
O -0.3626 -1.0249 -1.9103
C -1.1306 -0.1764 -1.2377
O -2.3171 -0.2941 -1.0933
O -0.3794 0.7750 -0.7908
C -1.0948 1.6889 0.0673
H -1.5744 -0.8094 -3.9893
H -2.0811 -2.3352 -4.5552
H -0.3536 -2.0511 -4.5522
H -0.3737 -2.9725 -2.4216
H -2.0173 -2.3201 -2.0144
H -1.3445 1.1003 0.9588
H -2.0079 1.9890 -0.4859
H -0.5046 2.5899 0.2136
```

***

No. 2
9 unconnected molecules or ions with the total composition C36H54O18 in a non-equilibrium geometry. Source: the OMol25 dataset; level of theory: ωB97M-V/def2-TZVPD.

Its total charge is 0. The calculation puts the total energy at -2758.55684 a.u. Its structure (SMILES) is O=C1CCCO1.O=C1CCCO1.O=C1CCCO1.O=C1CCCO1.O=C1CCCO1.O=C1CCCO1.O=C1CCCO1.O=C1CCCO1.O=C1CCCO1. The LUMO energy comes out at -0.3 eV. Its HOMO energy is -9.34 eV. Its frontier orbital gap is 9.06 eV. The energy above the lowest of the compared OMol25 structures with the same formula, charge and spin comes out at 1.5039 eV.

XYZ file:
```
108
C36H54O18 (ωB97M-V/def2-TZVPD)
O 5.6587 1.1469 -3.0093
C 4.5878 1.3182 -3.5215
C 3.8516 2.6348 -3.7465
C 2.7956 2.2357 -4.7586
C 2.6355 0.7069 -4.5662
O 3.8409 0.2927 -3.9321
H 3.3574 2.9684 -2.8315
H 4.5660 3.3892 -4.0619
H 1.7950 2.6640 -4.6633
H 3.0864 2.5654 -5.7592
H 1.7534 0.4437 -3.9922
H 2.4720 0.3188 -5.5733
O -0.1108 -3.6112 -4.3841
C -0.3609 -3.9172 -3.2613
C 0.4782 -4.7836 -2.3717
C -0.0791 -4.5118 -0.9897
C -1.4908 -4.0218 -1.2783
O -1.4712 -3.4731 -2.6315
H 0.4161 -5.8391 -2.6491
H 1.5499 -4.6109 -2.4649
H -0.0555 -5.3757 -0.3253
H 0.4518 -3.7291 -0.4417
H -2.2286 -4.8292 -1.2716
H -1.9139 -3.2443 -0.6444
O 1.5456 5.4734 1.8966
C 0.5479 4.8523 2.1161
C 0.0748 3.6384 1.3948
C -1.3879 3.5301 1.7919
C -1.4275 4.2560 3.1330
O -0.2869 5.1152 3.1468
H 0.1937 3.6720 0.3139
H 0.6272 2.7755 1.7727
H -2.1116 3.9525 1.0905
H -1.7102 2.4925 1.8858
H -2.3306 4.8617 3.2278
H -1.4095 3.5771 3.9875
O -3.0967 3.0140 -4.7914
C -3.7978 2.7495 -3.8734
C -4.6312 3.6960 -3.0131
C -4.5302 2.9448 -1.6458
C -4.5358 1.4849 -2.0750
O -3.8904 1.5046 -3.3472
H -4.1598 4.6719 -2.9575
H -5.6716 3.7960 -3.3111
H -3.6544 3.2326 -1.0681
H -5.4418 3.2251 -1.1165
H -3.9455 0.8499 -1.4236
H -5.5921 1.2207 -2.1794
O -0.3462 0.9110 3.7734
C -0.1525 -0.2651 3.6968
C -0.3541 -1.1690 2.4734
C 0.1772 -2.4925 2.9952
C 0.1895 -2.3962 4.4996
O 0.1547 -0.9947 4.7880
H -1.4358 -1.1279 2.3200
H 0.1520 -0.7925 1.5892
H -0.3958 -3.3624 2.6586
H 1.1737 -2.6618 2.5813
H -0.6289 -2.9008 5.0136
H 1.1283 -2.8132 4.8690
O -3.4871 0.8693 1.3580
C -4.1471 -0.1198 1.4892
C -4.5004 -1.1595 0.4573
C -5.5777 -1.9641 1.1812
C -5.2775 -1.7169 2.6552
O -4.7718 -0.3768 2.6596
H -4.8165 -0.6761 -0.4564
H -3.6173 -1.7945 0.3435
H -6.5546 -1.5452 0.9116
H -5.7875 -2.9930 0.8822
H -6.1404 -1.8596 3.3030
H -4.5183 -2.3686 3.0996
O 4.0917 2.1508 5.9079
C 3.7497 1.5396 4.9372
C 4.3051 0.2174 4.5033
C 3.4893 -0.1099 3.2369
C 2.8371 1.2154 2.8864
O 2.8071 2.0043 4.0983
H 5.3708 0.2493 4.2911
H 4.1121 -0.5554 5.2439
H 4.1322 -0.4675 2.4338
H 2.7928 -0.9311 3.4247
H 3.5396 1.7710 2.2546
H 1.9032 1.1917 2.3374
O 2.5717 -0.2160 0.2338
C 3.2194 -1.1852 -0.0629
C 4.5692 -1.2317 -0.7447
C 4.5934 -2.7217 -1.1914
C 3.7361 -3.4274 -0.1273
O 2.7836 -2.4112 0.2194
H 4.6437 -0.6022 -1.6264
H 5.3621 -1.0637 -0.0178
H 4.1449 -2.8051 -2.1796
H 5.6215 -3.0812 -1.2098
H 3.2670 -4.2985 -0.5787
H 4.2940 -3.7250 0.7592
O 0.8158 2.6000 -1.8433
C 0.0928 1.6433 -1.8632
C -0.5096 0.9243 -0.6707
C -0.9298 -0.4235 -1.2970
C -0.9047 -0.1862 -2.7889
O -0.2335 1.0652 -3.0288
H 0.2014 0.6935 0.1176
H -1.3621 1.4567 -0.2520
H -0.2813 -1.2120 -0.9130
H -1.9372 -0.6015 -0.9142
H -0.3953 -0.9476 -3.3784
H -1.9226 -0.0735 -3.1651
```

***

No. 3
A molecular structure, C36H54OP3PtSi in a non-equilibrium geometry. Source: the OMol25 dataset; level of theory: ωB97M-V/def2-TZVPD.

Its total charge is -1. The calculation puts the total energy at -2912.15742 a.u. The LUMO energy comes out at 2.5 eV. Its HOMO energy is -3.26 eV. Its frontier orbital gap is 5.79 eV. The energy above the lowest of the compared OMol25 structures with the same formula, charge and spin comes out at 0.0000 eV.

XYZ file:
```
96
C36H54OP3PtSi (ωB97M-V/def2-TZVPD)
Pt -0.0645 -0.1576 0.2151
C 4.3691 0.0684 1.2840
C 2.8426 0.1300 1.3755
C 2.4185 0.3928 2.8228
P 1.8183 -1.3092 0.5947
C 2.3195 -2.6077 1.8336
C 1.2734 -3.7239 1.9582
C 3.7218 -3.2239 1.7751
C 2.7278 -1.5132 -0.9968
C 3.5290 -2.5913 -1.3506
C 4.3100 -2.5550 -2.5014
C 4.3006 -1.4258 -3.3041
C 3.4229 -0.3871 -3.0160
C 2.5567 -0.4712 -1.9323
Si 0.9888 0.5429 -1.5249
C 0.0119 -1.0970 -2.6424
C 0.3436 -0.8668 -3.9892
C -0.2177 -1.5156 -5.0743
C -1.1934 -2.4718 -4.8417
C -1.5037 -2.7760 -3.5300
C -0.8999 -2.1543 -2.4249
P -1.2317 -2.9719 -0.7844
C -0.9856 -4.8093 -1.2057
C 0.2943 -4.9631 -2.0322
C -2.0870 -5.6982 -1.7878
C -3.0335 -2.7133 -0.4713
C -4.0887 -2.8899 -1.5610
C -3.4151 -3.4651 0.8077
C -0.4330 1.6377 -2.2452
C -0.5720 1.9233 -3.6019
C -1.7854 2.3399 -4.1292
C -2.8689 2.5031 -3.2804
C -2.6919 2.3885 -1.9099
C -1.4638 2.0465 -1.3439
P -1.0275 2.5743 0.4226
C -2.2432 2.6059 1.9386
C -1.7789 1.7676 3.1404
C -2.3526 4.0202 2.5229
C -1.0702 4.4449 0.0562
C 0.0580 4.7854 -0.9199
C -2.3671 5.1031 -0.4301
H 4.7896 1.0339 1.5832
H 4.7117 -0.1444 0.2691
H 4.7904 -0.6790 1.9575
H 2.5083 0.9902 0.8023
H 2.9359 -0.2647 3.5272
H 1.3409 0.2817 2.9581
H 2.6796 1.4184 3.0953
H 2.2462 -2.0302 2.7536
H 1.2650 -4.3598 1.0705
H 0.2704 -3.3161 2.0844
H 1.5064 -4.3564 2.8210
H 3.7108 -4.1567 1.2096
H 4.0340 -3.4727 2.7926
H 4.4761 -2.5775 1.3372
H 3.5556 -3.4717 -0.7248
H 4.9419 -3.3991 -2.7484
H 4.9351 -1.3730 -4.1806
H 3.3538 0.4526 -3.6984
H 1.0867 -0.1071 -4.2220
H 0.0899 -1.2623 -6.0836
H -1.6844 -2.9902 -5.6573
H -2.2341 -3.5505 -3.3479
H -0.7710 -5.2128 -0.2082
H 0.1016 -4.7575 -3.0859
H 0.6858 -5.9833 -1.9515
H 1.0753 -4.2694 -1.7105
H -2.3595 -5.4092 -2.8032
H -2.9893 -5.6930 -1.1770
H -1.7290 -6.7335 -1.8351
H -3.0136 -1.6426 -0.2158
H -4.1401 -3.9014 -1.9699
H -3.9210 -2.1959 -2.3844
H -5.0714 -2.6600 -1.1357
H -3.5338 -4.5408 0.6433
H -4.3646 -3.0858 1.1951
H -2.6571 -3.3211 1.5809
H 0.2447 1.7191 -4.2827
H -1.8912 2.4889 -5.1971
H -3.8381 2.7813 -3.6782
H -3.5147 2.6240 -1.2468
H -3.2207 2.2749 1.5922
H -0.9244 2.2939 3.6054
H -1.4510 0.7737 2.9355
H -2.5579 1.7088 3.9095
H -1.3776 4.4172 2.8200
H -2.9693 3.9703 3.4253
H -2.8162 4.7353 1.8444
H -0.8111 4.8855 1.0234
H -0.1518 4.3711 -1.9089
H 1.0138 4.3800 -0.5806
H 0.1661 5.8704 -1.0296
H -2.4810 4.9723 -1.5068
H -2.3476 6.1811 -0.2308
H -3.2574 4.6954 0.0497
O -1.9878 -0.0172 0.4341
```

***

No. 4
A molecular structure, C36H55BrN5O2PbSeSi4Te in a non-equilibrium geometry. Source: the OMol25 dataset; level of theory: ωB97M-V/def2-TZVPD.

Its total charge is +1. The calculation puts the total energy at -8423.24337 a.u. The LUMO energy comes out at -4.1 eV. Its HOMO energy is -9.15 eV. Its frontier orbital gap is 5.05 eV. The energy above the lowest of the compared OMol25 structures with the same formula, charge and spin comes out at 0.4351 eV.

XYZ file:
```
106
C36H55BrN5O2PbSeSi4Te (ωB97M-V/def2-TZVPD)
Pb 0.7146 -0.6357 0.4608
Br -5.9746 2.5661 1.8101
C -5.0032 2.2007 3.3960
C -4.5360 0.9157 3.6231
C -3.7713 0.6580 4.7466
C -3.5035 1.6745 5.6620
C -4.0359 2.9413 5.4519
C -4.7674 3.2168 4.3074
N -2.8417 1.4215 6.8988
N -1.8744 0.6540 6.9570
C -1.2215 0.1830 5.7953
C -0.7771 -1.1217 5.8422
C -0.2210 -1.7611 4.7358
C -0.0205 -1.0976 3.5299
O 0.4477 -1.7148 2.4836
C -0.3464 0.3126 3.5144
N -0.0461 0.9986 2.3833
C -0.2807 2.2867 2.3120
C -0.7852 3.0192 3.3969
C -1.0890 2.3533 4.5516
C -0.9308 0.9508 4.6330
H -4.7667 0.1218 2.9256
H -3.4023 -0.3428 4.9318
H -3.8580 3.7122 6.1913
H -5.1653 4.2068 4.1338
H -0.9375 -1.6692 6.7632
H 0.0613 -2.8044 4.7880
H -0.0395 2.7742 1.3712
H -0.9130 4.0902 3.3206
H -1.4262 2.9053 5.4174
C 2.9392 5.6305 -4.7583
Si 2.5255 3.8592 -4.3473
C 4.0540 2.7877 -4.2723
C 1.3353 3.1805 -5.6373
C 1.6737 3.7448 -2.6601
Te 1.0735 1.7017 -2.2684
C -0.9446 2.0124 -3.0395
Si -1.4904 0.6923 -4.1850
C -3.2637 0.6448 -4.6683
C -1.9989 -1.3453 -1.7474
C -0.3725 -0.5275 -4.9390
H 3.4266 5.6819 -5.7343
H 3.6197 6.0682 -4.0256
H 2.0443 6.2543 -4.8010
H 4.5373 2.7122 -5.2481
H 3.8089 1.7734 -3.9478
H 4.7879 3.1986 -3.5747
H 1.7793 3.2242 -6.6334
H 0.4017 3.7496 -5.6706
H 1.1086 2.1320 -5.4223
H 0.7851 4.3716 -2.5716
H 2.3495 4.0259 -1.8503
H -0.8780 2.9617 -3.5777
H -1.6604 2.1307 -2.2238
H -3.8879 1.2283 -3.9911
H -3.6255 -0.3839 -4.6974
H -3.3841 1.0569 -5.6765
H -2.5995 -0.5399 -2.2098
H -0.9503 -1.2947 -2.0741
H -2.4066 -2.2966 -2.0994
H 0.1469 -0.1099 -5.8075
H -0.9458 -1.3971 -5.2675
H 0.3853 -0.8498 -4.2084
C -4.1592 0.4433 0.5672
Si -3.4825 -1.2950 0.5125
C -3.0692 -1.9499 2.1975
C -4.6633 -2.4109 -0.4088
O -2.0348 -1.2290 -0.3542
H -5.1935 0.4492 0.9200
H -4.1569 0.9106 -0.4224
H -3.5716 1.0754 1.2378
H -3.9220 -2.4871 2.6181
H -2.8098 -1.1443 2.8894
H -2.2186 -2.6337 2.1610
H -5.5656 -2.5798 0.1815
H -4.2150 -3.3872 -0.6096
H -4.9747 -1.9808 -1.3642
N 4.9831 0.5953 1.7147
C 3.7617 0.7614 1.1646
N 3.0190 -0.3087 1.2619
C 3.7948 -1.2554 1.9288
C 3.5021 -2.5669 2.3014
C 4.4926 -3.2713 2.9505
C 5.7457 -2.6990 3.2298
C 6.0442 -1.4018 2.8712
C 5.0406 -0.6958 2.2156
H 5.7134 1.2850 1.7565
H 3.4528 1.6843 0.6989
H 2.5281 -2.9940 2.1072
H 4.3049 -4.2906 3.2597
H 6.4932 -3.2899 3.7413
H 7.0073 -0.9584 3.0853
C 3.8337 -4.1366 -3.3411
Si 2.1673 -4.0339 -2.5082
C 0.8176 -4.4526 -3.7415
C 2.0854 -5.0747 -0.9623
Se 1.8033 -1.8446 -1.8959
H 3.9752 -5.1161 -3.8066
H 4.6408 -3.9826 -2.6235
H 3.9196 -3.3729 -4.1151
H 0.8507 -5.5073 -4.0283
H 0.9508 -3.8558 -4.6466
H -0.1699 -4.2437 -3.3258
H 2.2978 -6.1267 -1.1708
H 1.0968 -5.0082 -0.5051
H 2.8213 -4.7144 -0.2411
```